Here is a cluster of 14 separate species, C70H173B3N11O30 in total at a distorted geometry from the Open Molecules 2025 dataset. Energies are from the ωB97M-V functional and the def2-TZVPD basis.

The geometry in XYZ format:
```
287
Properties=species:S:1:pos:R:3:mulliken_charge:R:1
O -4.82789 7.53785 6.79333 -0.329
O -1.76942 -6.94402 -3.50629 -0.065
O -1.31000 -2.51476 0.39645 -0.835
O 2.58412 -7.16098 -4.41834 -0.159
O -0.27659 1.55557 -0.89958 -0.298
O -1.51803 1.86414 1.11076 -0.052
O 0.31202 -2.19516 -2.67327 -0.369
O 4.66297 0.46647 -1.27915 -0.112
O -1.35412 8.04770 3.01286 -0.432
O -1.53593 -0.27190 0.05663 0.299
O -0.69614 3.49894 -1.95248 -0.720
O -5.91475 6.03354 0.45370 -0.405
O 10.44716 -4.63446 -1.36659 -0.390
O 5.19076 -2.29497 -4.76148 0.288
O -2.02963 4.07241 0.74134 -0.265
O 1.32114 -1.51860 1.74677 -0.669
O 0.97212 -7.19375 10.01319 -0.308
O -5.41169 2.26061 -2.80181 -0.241
O 0.42563 0.44645 1.14835 -0.843
O -0.47231 2.10257 5.78311 -0.455
O -5.11250 10.26695 -1.52015 -0.492
O -5.60457 2.47501 2.26322 0.215
O 2.83481 0.48654 8.30179 -0.275
O -4.26179 -4.07882 -0.26335 0.238
O 7.32530 1.86286 -7.82248 -0.240
O 0.91498 7.44357 -0.86623 -0.463
O 0.71915 -4.61431 5.52871 -0.466
O -6.48497 6.89646 -4.79243 -0.376
O 2.53310 1.96932 -4.33505 -0.572
O 4.04831 -4.91018 0.12627 -0.367
N 7.38112 -4.18223 -1.29081 -0.046
N 6.43043 -0.13322 -3.44024 0.136
N -3.00946 6.32635 4.90093 -0.287
N -3.84783 -6.63208 -1.51310 0.097
N 1.05266 -4.85550 -2.87280 0.111
N -6.47646 1.13133 -0.19867 -0.054
N 3.88019 1.14102 -6.89561 -0.341
N -2.59728 8.42382 -1.83781 -0.471
N 1.37574 -6.91665 7.04606 -0.279
N 1.83046 0.31549 5.72918 -0.320
N -7.51569 5.58139 -2.12013 -0.345
C -6.57959 1.43731 2.24992 -1.373
C -7.39329 4.62568 -1.05114 -0.085
C -7.55255 5.89984 -4.58684 -0.906
C 6.00064 0.01698 -1.02884 0.084
C -5.16338 8.16873 8.04479 -0.791
C 9.55012 -4.40698 -2.45647 -0.449
C -0.81767 2.74039 -0.97289 0.229
C -1.52901 6.68992 2.85916 0.242
C 0.96418 -8.10782 7.74871 -0.832
C 2.90019 -6.71849 -3.12429 0.111
C 1.67980 -2.53573 -2.94413 -0.076
C -0.86694 -1.35515 0.49170 0.319
C -4.76227 5.25383 0.23842 0.672
C -4.32512 -6.47780 -0.13530 -0.889
C 0.39057 -3.54484 4.56511 -0.624
C 6.58588 -2.09611 -4.90899 -0.698
C 5.34839 0.95784 -6.89596 -0.004
C 6.11902 -4.82985 -1.15892 -0.531
C 1.56075 -8.19522 9.19119 -0.622
C 1.61406 -6.19001 -2.39181 -0.862
C 1.33478 -5.70202 4.93297 -0.213
C -4.71563 -2.84200 0.24255 -0.977
C 5.94639 1.97333 -7.88701 -0.702
C 7.99682 2.91983 -8.42710 -0.821
C 3.21693 0.73421 -4.48458 1.467
C 5.29209 -4.25623 0.01043 -0.140
C 3.44831 -0.46521 7.51280 -0.661
C -0.99703 3.34270 5.35850 -0.272
C -4.38598 2.14563 2.85654 0.427
C 10.96041 -5.92575 -1.29540 -0.777
C -6.07494 0.27410 -1.34789 0.276
C 1.11905 -7.00405 5.61535 -0.681
C -1.64585 7.53897 -1.15167 0.025
C 3.63794 0.77011 9.49523 -0.847
C -5.13334 6.46909 -4.46839 -0.466
C 2.66235 2.59618 -3.08703 -0.061
C -5.94776 10.17796 -0.33729 -0.611
C -4.97881 8.98828 -2.19415 -0.481
C -3.96790 2.03453 -2.87201 -0.151
C -7.42668 4.92757 -3.42900 -0.149
C 4.83163 -3.57530 -5.33837 -0.842
C 3.72020 -7.51003 -5.19702 -0.669
C 0.54582 0.00646 5.14928 0.081
C -2.96141 6.26112 3.39447 0.313
C -7.16824 5.28374 0.38304 -0.610
C 8.13976 -5.00338 -2.23608 -0.521
C -4.20851 5.70677 5.40838 -0.289
C -0.09269 8.47363 2.54211 -0.818
C -5.13275 -5.15495 -0.02530 -0.823
C -6.22173 1.05153 -2.72352 -1.120
C 3.35160 -4.38077 1.30590 -0.965
C 0.01103 -0.83912 -3.08512 -0.230
C -3.06234 -7.86685 -1.60609 -0.775
C -0.11054 1.29020 4.69654 -0.728
C 0.46047 -0.83922 1.21887 0.310
C 1.81422 -6.81190 11.15786 -0.735
C -1.13411 -7.19639 -4.71398 -0.934
C 2.41062 -0.85542 6.41420 -0.522
C 3.72639 -0.10440 -0.39416 -0.102
C 3.21274 0.27388 -5.97316 -1.274
C -0.18781 7.84390 -1.65065 -0.824
C -4.52068 6.17037 6.87071 -0.810
C 1.93818 -3.88836 -2.27550 2.094
C 6.81861 0.59289 -2.24762 -1.116
C 0.97307 6.05928 -0.55873 -0.333
C -1.53987 3.02494 0.41310 0.162
C -2.48378 -8.09760 -3.03692 -0.815
C -3.94130 8.12094 -1.44858 1.107
C 7.06976 -1.43039 -3.61095 -0.536
C -6.38089 0.39027 1.08556 0.311
B -0.75038 0.87433 0.37994 0.600
B -0.68542 -5.84143 0.07243 3.150
B -3.64014 -1.91940 -2.82657 2.993
H 6.65432 -1.41675 -5.75862 0.047
H 2.36023 -5.37882 4.75384 0.270
H -2.26018 -8.10698 -0.90827 0.216
H 7.82549 2.81714 -9.49864 0.319
H -5.67354 9.36366 0.33340 0.150
H 1.29773 -3.13616 4.11996 0.161
H 4.22102 0.88456 -4.08798 0.097
H -5.86464 1.92737 -0.08866 -0.201
H 3.65995 -5.93694 -3.11771 -0.339
H 1.87734 -6.26779 -1.33695 0.188
H 0.29226 5.80924 0.25495 0.032
H 5.43550 -4.42802 -5.02806 0.106
H -5.54998 -5.18125 0.98134 0.371
H 2.93794 1.06472 10.27708 0.266
H -8.16624 4.12685 -3.43156 0.485
H -0.05059 -2.71197 5.11265 0.129
H 5.59113 2.95838 -7.58443 0.341
H 7.19807 -2.98091 -5.08352 0.510
H -0.00564 9.55604 2.44775 0.256
H -4.21781 -1.13088 -3.28347 -0.592
H -2.91184 -2.23473 -3.55759 -0.496
H 0.87415 -6.13366 7.44030 0.226
H -4.86973 4.66534 -0.67276 0.121
H 1.40179 -8.90069 7.14211 0.434
H -8.51580 6.40999 -4.58541 0.356
H -4.15564 7.10514 -1.78071 -0.817
H -3.92608 4.65438 5.37997 0.269
H -4.29754 8.69523 8.44631 0.282
H -0.08591 7.38925 -2.63605 0.342
H -3.37762 2.84490 -2.44426 0.179
H 3.76584 -1.32259 8.10624 0.472
H 7.80104 -4.26165 -0.37567 0.242
H -3.94434 1.29703 2.33412 0.071
H 11.78829 -5.92861 -0.58638 0.330
H 4.51888 -6.77406 -5.10454 0.126
H -5.02211 5.94525 4.72333 0.280
H 1.31867 -4.89507 -3.84633 0.278
H -6.97288 9.98387 -0.65282 0.313
H 0.20032 7.90828 1.65745 0.293
H -5.09103 -0.19204 -1.40017 -0.432
H 2.58568 -5.07182 1.65793 0.265
H -0.96829 1.10603 4.04967 0.356
H -8.24205 3.94444 -0.99100 0.401
H -6.46024 4.44898 -3.58726 0.096
H 0.10377 -7.36585 5.45284 0.337
H 2.19072 0.21208 -6.34701 0.459
H 3.28288 -7.57469 -2.56880 0.521
H 7.62700 -5.09305 -3.19375 0.187
H -5.93397 8.47603 -2.30975 0.322
H -3.65779 1.88886 -3.90676 0.335
H 8.14094 -1.22913 -3.62327 0.465
H 2.97290 -4.11875 -2.52923 -0.883
H -6.56603 3.98231 -1.35083 -0.173
H 2.64489 -8.08347 9.17558 0.343
H -7.21947 4.54949 1.18701 0.173
H 3.74688 -3.61323 -5.23845 0.119
H -1.79900 7.69983 -0.08454 0.324
H -0.11677 -0.55280 5.80982 0.293
H 2.91234 -1.57764 5.77018 0.241
H 0.63878 -0.54944 4.21631 -0.296
H 3.75469 2.07853 -6.54145 0.393
H 6.64675 1.65228 -2.43806 0.351
H -0.06566 -0.75256 -4.16896 0.363
H -7.54045 1.94844 2.19007 0.335
H -1.51423 3.89918 6.14012 0.341
H -0.50504 -6.21848 -0.92232 -0.854
H 3.50732 -0.77392 -6.03168 0.031
H -7.53796 5.34123 -5.52271 0.389
H 0.85788 -6.95235 -2.57928 0.004
H 4.01587 -4.29949 2.16627 0.499
H -3.99343 8.18150 -0.36152 0.234
H -3.70308 1.09562 -2.38578 -0.234
H -0.35015 -3.92838 3.86346 0.633
H 5.43731 -0.30104 -3.36502 -0.375
H 5.58013 -0.06972 -7.17614 0.186
H -1.43591 6.42967 1.80479 -0.516
H -4.54000 1.86276 3.89787 0.357
H 5.85937 -4.23151 0.94084 0.480
H -7.27554 1.29498 -2.85885 0.406
H -4.04449 -2.01700 0.00371 -0.309
H -4.69473 4.49897 1.02182 -0.009
H 5.58983 1.80709 -8.90354 0.382
H -4.43008 7.29636 -4.56412 0.342
H 1.43374 -5.98693 11.76017 0.255
H 11.60526 -6.07921 -2.16069 0.333
H 4.15917 -0.07524 9.94446 0.322
H -3.83712 -8.60424 -1.39611 0.565
H -5.96081 11.07701 0.27886 0.285
H 7.89815 0.58459 -2.09721 0.504
H 2.74108 0.33510 -0.54940 -0.443
H 10.35684 -6.79251 -1.02608 0.272
H -1.02811 -0.60924 -2.84968 -0.143
H -2.35953 9.34204 -1.49075 0.297
H -3.68328 6.02939 7.55408 0.355
H 1.99754 -2.36818 -3.97324 0.144
H -1.80470 3.25797 4.63145 -0.162
H 4.27535 -0.07903 6.91700 0.312
H 1.99020 5.89340 -0.20372 0.365
H -0.09091 -8.36732 7.66186 0.436
H 1.62299 -1.44399 6.88463 0.337
H -3.09288 7.24341 5.31583 0.287
H -3.71207 6.94082 2.99121 0.594
H 3.94452 0.15280 0.64236 0.605
H 5.82013 1.11525 -5.92602 0.083
H 2.19467 -1.77770 -2.35388 -0.853
H -0.20878 8.93198 -1.71186 0.389
H -4.93774 -7.31198 0.20666 0.485
H -4.96198 6.16904 -3.43460 -0.079
H -5.40419 -0.05627 1.27197 -0.240
H 4.12678 -8.48097 -4.91403 0.322
H -1.69052 -5.44898 0.07225 -0.901
H -5.98875 0.42247 -3.58265 0.448
H -6.68483 6.15055 -2.04368 0.320
H 5.58435 -4.72461 -2.10293 -0.046
H -6.67762 0.92862 3.20895 0.380
H -5.94902 -5.16071 -0.74764 0.334
H 2.19002 2.10766 -2.23477 -0.231
H 6.09274 -1.06906 -1.01661 -0.312
H 0.81404 5.43436 -1.43753 0.226
H 6.38335 0.36359 -0.06889 0.504
H -3.86747 5.87300 0.17469 -0.480
H -0.82639 -6.24660 -5.15136 0.133
H -3.11682 5.22167 3.10552 -0.626
H 0.55177 1.81434 4.00754 0.387
H -0.23194 4.01027 4.96217 0.351
H -1.80702 -7.58346 -5.47914 0.396
H -0.02266 -5.00139 0.21145 -1.055
H -7.18312 -0.34308 1.00343 0.541
H 7.67353 3.93622 -8.20229 0.335
H 0.61725 -0.00390 -2.73441 0.062
H -5.72958 -2.72440 -0.13979 0.370
H -4.14478 -2.82002 -2.51277 -0.706
H 1.81389 -3.74253 -1.20247 -0.251
H 1.44047 -9.16801 9.66796 0.425
H -5.49966 7.49223 8.83051 0.328
H -1.84798 -8.98138 -3.08972 0.364
H -3.40614 -8.24914 -3.59761 0.327
H 1.73941 1.12186 6.33049 0.422
H -5.38927 5.63303 7.25138 0.464
H 1.80597 -7.68357 5.11088 0.269
H 2.84007 -6.62041 10.84310 0.316
H -4.62356 9.21957 -3.19834 0.312
H -3.12445 -1.53774 -1.95903 -1.478
H 9.35807 -3.34642 -2.61905 0.048
H 4.89549 -3.56299 -6.42643 0.408
H 2.15387 3.55951 -3.12635 0.139
H -4.66515 -6.75265 -2.09409 0.213
H 4.45496 1.48544 9.40099 0.307
H 0.84304 -5.85040 3.97157 0.305
H 5.20836 -3.18517 -0.17376 -0.081
H 1.82367 -7.64316 11.86284 0.288
H 10.03922 -4.73025 -3.37537 0.449
H -4.94031 -2.77261 1.30688 0.433
H 2.95350 -3.37924 1.14294 0.420
H -0.30443 -7.87911 -4.53066 0.345
H -3.49743 -6.45882 0.57369 0.265
H 8.26795 -6.04619 -1.94588 0.494
H 3.66430 2.81957 -2.72057 0.286
H -0.47463 -6.66951 0.73128 -0.452
H 0.72961 8.23229 3.21568 0.347
H -4.74348 5.68886 -5.12211 0.395
H 2.63822 0.02834 -3.88881 -0.342
H 3.65466 -1.19027 -0.45607 -0.102
H -1.85736 6.49382 -1.37759 0.072
H -3.79694 3.06263 2.84103 -0.926
H -0.75086 6.04717 3.27081 0.325
H 9.07040 2.84498 -8.25413 0.235
H -6.73292 -0.57528 -1.53154 0.345
H 3.37711 -7.59974 -6.22772 0.223
H -5.91945 8.91489 7.80043 0.228
H -7.98426 5.96183 0.63284 0.350
H 6.90563 -1.95845 -2.67163 0.211
H 6.16581 -5.90133 -0.96438 0.345
```

Kohn-Sham gap (eV): 4.7
Charge: -3
HOMO (eV): -0.56
Electronic energy (hartree): -5704.25399
LUMO (eV): 4.11